# 1
Here is C2H4N2S2 in the gas phase at a distorted geometry from OMol25. Energies are from ωB97M-V/def2-TZVPD.

The geometry in XYZ format:
```
10
Properties=species:S:1:pos:R:3
S 1.373 -0.711 -0.341
S -1.612 -0.388 -0.096
N 1.297 0.884 0.223
N -1.032 1.230 -0.252
C -0.130 -1.257 0.553
C 0.126 1.605 0.119
H -0.020 -0.910 1.594
H 0.305 2.664 0.337
H -0.353 -2.339 0.467
H 2.061 1.278 0.776
```

Charge ... 0
SMILES ... C1=NSCSN1
HOMO level ... -8.0 eV
Total energy ... -984.450503 Ha
Kohn-Sham gap ... 0.3180 Ha

Results of the Löwdin charge analysis, in e, for atoms 1 through 4: atom 1 (S): 0.828, atom 2 (S): 0.767, atom 3 (N): -0.386, atom 4 (N): -0.324



# 2
Here is 2 unconnected molecules or ions with the total composition C6H10 from OMol25. Energies are from ωB97M-V/def2-TZVPD.

The geometry in XYZ format:
```
16
Properties=species:S:1:pos:R:3
C -0.792 -1.948 0.698
C 1.348 0.474 0.237
C -0.136 0.583 0.486
C -0.246 -0.830 -0.177
C 1.262 -0.735 -0.320
C 0.080 2.848 -0.984
H 1.995 -1.425 -0.733
H -0.452 0.636 1.535
H 2.155 1.171 0.440
H 0.031 2.169 -1.868
H -0.980 3.189 -0.897
H -1.866 -1.826 0.877
H -0.700 1.377 -0.050
H -0.637 -2.924 0.224
H -0.279 -1.959 1.668
H -0.782 -0.800 -1.135
```

Charge ... 0
HOMO level ... -9.2 eV
Total energy ... -234.384021 Ha
Kohn-Sham gap ... 0.3203 Ha

Results of the Löwdin charge analysis, in e, for atoms 1 through 4: atom 1 (C): -0.079, atom 2 (C): -0.102, atom 3 (C): -0.170, atom 4 (C): -0.350



# 3
Here is 6 unconnected molecules or ions with the total composition C45H100BrN5 at a distorted geometry from OMol25. Energies are from ωB97M-V/def2-TZVPD.

The geometry in XYZ format:
```
151
Properties=species:S:1:pos:R:3
Br 6.274 4.896 -19.103
N 3.862 8.354 -17.313
N 6.413 3.052 -12.684
N 3.329 1.495 -17.864
N 6.791 2.504 -22.361
N 6.735 -4.361 -17.439
C 3.030 -5.244 -17.673
C 7.294 1.870 -21.099
C -0.140 10.451 -14.905
C 8.876 -3.322 -18.024
C 5.234 -4.146 -17.472
C 2.891 9.480 -16.997
C 7.667 3.650 -22.820
C 2.814 0.407 -18.816
C 5.596 1.732 -24.372
C 7.082 4.019 -14.872
C 11.468 4.332 -23.002
C 2.461 -0.410 -16.578
C 3.215 7.206 -18.062
C 5.335 2.921 -22.214
C 1.625 4.101 -20.115
C 4.512 7.883 -16.059
C 7.631 2.832 -11.821
C 2.835 3.246 -19.673
C 7.176 -5.087 -16.201
C 1.757 4.732 -21.509
C 2.694 2.856 -18.218
C 2.974 1.036 -16.471
C 2.061 -6.311 -17.102
C 1.216 10.557 -15.566
C 5.260 2.144 -12.241
C 1.778 9.188 -15.996
C 6.783 1.416 -23.437
C 10.001 4.533 -23.351
C 9.172 3.374 -22.780
C 4.909 8.864 -18.301
C 7.259 -5.073 -18.682
C 2.818 -0.877 -17.978
C 6.834 2.705 -14.109
C 4.825 1.628 -18.007
C 2.554 2.440 -9.480
C 4.452 8.456 -19.685
C 7.472 -3.038 -17.530
C 4.717 2.708 -23.589
C 8.643 -4.470 -18.982
C 3.161 7.701 -19.487
C 6.967 5.127 -13.834
C 4.489 -5.470 -17.320
C 6.060 4.512 -12.767
C 4.497 2.687 -11.061
C 3.246 1.872 -10.712
H 6.044 2.195 -14.664
H 9.492 3.260 -21.736
H 9.646 5.497 -22.982
H 11.700 4.316 -21.935
H 6.671 1.008 -20.872
H 2.155 -1.638 -18.388
H 8.099 4.055 -15.278
H 11.773 3.353 -23.384
H 5.336 0.806 -17.509
H -0.566 11.440 -14.762
H 6.577 -4.802 -19.486
H 1.795 0.696 -19.075
H 2.860 -1.001 -15.755
H 2.312 8.394 -19.507
H 2.303 6.877 -17.566
H 9.618 -3.464 -17.238
H 5.274 7.159 -16.355
H 3.558 0.863 -10.415
H 4.953 -6.225 -17.956
H 3.710 3.883 -19.818
H 7.826 1.764 -11.776
H 5.836 8.379 -17.987
H 4.751 3.644 -24.146
H 7.926 5.318 -13.355
H 6.570 -4.761 -15.355
H 4.994 8.745 -15.605
H 1.902 10.995 -14.838
H 6.950 -6.143 -16.322
H 8.564 -4.110 -20.010
H 2.490 9.801 -17.957
H 5.002 4.605 -13.015
H 1.033 -5.984 -17.264
H 2.103 -6.261 -16.010
H 7.780 1.326 -23.855
H 5.294 3.917 -21.778
H 5.222 7.770 -20.045
H 1.092 11.127 -16.491
H 5.725 1.181 -12.034
H 7.480 -2.555 -16.551
H 5.154 9.917 -18.160
H 4.213 3.737 -11.170
H 6.596 6.041 -14.289
H 3.796 -1.365 -18.014
H 5.094 1.745 -19.049
H 1.386 -0.319 -16.430
H 8.491 3.335 -12.252
H 5.994 2.123 -25.306
H 5.041 -3.733 -18.462
H 4.582 -5.767 -16.274
H 3.684 2.399 -23.443
H 3.277 2.456 -8.662
H 9.984 4.603 -24.440
H 12.107 5.088 -23.454
H 1.644 1.932 -9.176
H 7.337 3.936 -23.815
H 8.325 1.568 -21.257
H 3.937 6.397 -17.897
H 4.949 -3.514 -16.631
H 3.404 0.393 -19.725
H 2.072 8.632 -15.100
H 0.736 3.467 -20.214
H 1.600 3.971 -22.272
H 5.079 2.542 -17.471
H 2.145 1.665 -16.152
H 5.067 0.822 -24.645
H 7.660 1.998 -14.115
H 4.680 2.035 -13.158
H 9.499 2.382 -23.112
H 8.225 -4.885 -16.019
H 1.342 4.831 -19.353
H -0.762 9.821 -15.543
H 9.230 -2.376 -18.443
H 7.264 2.624 -20.307
H 3.502 10.315 -16.655
H 2.213 -7.315 -17.485
H 2.893 6.958 -20.235
H 7.397 3.203 -10.826
H 2.301 3.497 -9.614
H 3.819 1.223 -15.813
H 2.612 1.706 -11.585
H 7.247 -6.152 -18.566
H 1.020 8.533 -16.436
H 2.888 2.355 -20.297
H 5.181 2.745 -10.207
H 3.842 7.350 -15.392
H 7.515 4.429 -22.071
H 2.665 -4.335 -17.179
H 2.806 -5.171 -18.738
H 3.316 3.545 -17.644
H 4.982 2.235 -21.445
H 9.409 -5.239 -19.065
H 6.584 0.496 -22.888
H -0.017 9.972 -13.931
H 2.784 5.102 -21.618
H 4.371 9.287 -20.380
H 6.162 4.988 -11.793
H 6.878 -2.458 -18.237
H 1.679 2.800 -17.830
H 1.096 5.575 -21.691
H 6.543 4.158 -15.815
```

Charge ... +4
HOMO level ... -16.2 eV
Total energy ... -4621.107844 Ha
Kohn-Sham gap ... 0.2856 Ha

Results of the Löwdin charge analysis, in e, for atoms 1 through 4: atom 1 (Br): -0.246, atom 2 (N): -0.261, atom 3 (N): -0.250, atom 4 (N): -0.249